Entry 1:
Computed, not measured: C7H8CoN2O4S as an isolated structure, with ωB97M-V/def2-TZVPD.

Summary:
2S+1   4
Charge   +2
Energy relative to the best compared isomer or geometry (same formula, charge and spin)   0.018 eV
<S²>   3.786
LUMO (spin up / spin down)   -8.6 / -11.7 eV
Molecular weight   275.15 g/mol
Max |F|   9.66 eV/Å

Positions of all 23 atoms, in Å:
Co1 -0.184 0.572 -2.791
O1 -4.380 -1.141 0.939
C1 -3.341 -0.670 0.932
C2 -0.518 2.244 -3.117
O2 -0.734 3.363 -3.227
C3 0.489 -0.929 -3.291
O3 0.885 -1.972 -3.571
C4 -1.604 0.231 -3.710
O4 -2.617 0.012 -4.230
C5 -0.486 0.280 2.471
N1 0.041 0.906 1.263
C6 0.851 0.301 0.398
S1 1.176 1.047 -1.166
N2 1.516 -0.824 0.741
C7 2.159 -1.027 2.049
H1 -0.226 -0.784 2.504
H2 -1.579 0.371 2.470
H3 -0.044 0.782 3.342
H4 -0.415 1.749 0.916
H5 2.033 -1.233 -0.037
H6 1.845 -1.996 2.453
H7 3.250 -1.052 1.918
H8 1.884 -0.228 2.744

---

Entry 2:
Computed, not measured: C5H21BBaF4N3O5 as an isolated structure, with ωB97M-V/def2-TZVPD.

Summary:
Charge   +1
LUMO   -2.9 eV
Molecular weight   427.37 g/mol
Max |F|   2.93 eV/Å

Positions of all 40 atoms, in Å:
Ba1 0.097 -26.561 17.704
B1 -1.228 -25.946 20.771
F1 -2.071 -26.800 20.009
F2 -2.048 -25.045 21.422
F3 -0.481 -26.800 21.630
F4 -0.395 -25.360 19.837
C1 -0.753 -25.088 14.279
O1 -0.125 -25.653 15.203
N1 -1.235 -23.824 14.474
N2 -0.973 -25.624 13.059
H1 -1.835 -23.456 13.759
H2 -1.025 -23.381 15.344
H3 -0.657 -26.552 12.853
H4 -1.627 -25.193 12.435
C2 1.451 -30.367 20.460
C3 0.888 -29.448 19.366
C4 -0.595 -29.694 19.090
O2 -1.046 -28.867 18.018
C5 -2.408 -29.143 17.704
N3 1.246 -28.043 19.679
H5 1.641 -31.382 20.095
H6 0.721 -30.456 21.266
H7 2.423 -30.044 20.824
H8 1.507 -29.583 18.469
H9 -1.136 -29.539 20.026
H10 -0.618 -30.730 18.741
H11 -3.157 -28.431 18.051
H12 -2.756 -30.160 17.883
H13 -2.423 -29.084 16.607
H14 0.685 -27.696 20.458
H15 2.205 -27.857 19.928
O3 -2.429 -26.237 16.834
H16 -2.958 -25.433 16.741
H17 -3.033 -26.955 16.609
O4 0.884 -28.617 15.712
H18 0.847 -28.456 14.761
H19 1.604 -29.251 15.826
O5 2.657 -25.772 18.234
H20 3.332 -26.129 18.822
H21 3.032 -24.941 17.908

---

Entry 3:
Computed, not measured: a 2-piece molecular cluster, C2H11N4 overall, with ωB97M-V/def2-TZVPD.

Summary:
Charge   +1
Energy relative to the best compared isomer or geometry (same formula, charge and spin)   0.670 eV
LUMO   -2.9 eV
Molecular weight   91.14 g/mol
Max |F|   2.05 eV/Å

Positions of all 17 atoms, in Å:
C1 -1.576 1.409 -0.793
N1 -0.162 1.756 -0.420
H1 -1.767 0.387 -0.447
H2 -2.299 2.114 -0.345
H3 -1.625 1.460 -1.877
H4 0.436 0.975 -0.784
H5 0.001 1.729 0.598
H6 0.181 2.638 -0.801
N2 -0.109 -2.226 0.571
C2 0.713 -1.096 0.310
N3 1.057 -0.426 1.477
N4 1.169 -0.647 -0.841
H7 -0.224 -2.879 -0.229
H8 0.144 -2.743 1.403
H9 0.912 -1.008 2.291
H10 1.967 -0.021 1.390
H11 1.185 -1.424 -1.505

---

Entry 4:
Computed, not measured: an isolated molecule of C7H10, with ωB97M-V/def2-TZVPD.

Summary:
Energy relative to the best compared isomer or geometry (same formula, charge and spin)   1.698 eV
LUMO   1.2 eV
SMILES string   C[C@@H]1[C@@H]2C=CC[C@H]12
Molecular weight   94.16 g/mol
Max |F|   1.02 eV/Å

Positions of all 17 atoms, in Å:
C1 -1.749 0.564 -0.063
C2 -1.059 -0.774 -0.186
C3 0.155 -1.054 0.778
C4 0.954 0.088 1.342
C5 1.500 0.855 0.396
C6 1.078 0.439 -0.992
C7 0.339 -0.937 -0.717
H1 -1.917 1.059 -1.028
H2 -2.723 0.449 0.425
H3 -1.137 1.221 0.558
H4 -1.762 -1.552 -0.526
H5 0.229 -1.982 1.350
H6 1.165 0.211 2.402
H7 2.246 1.625 0.586
H8 0.281 1.083 -1.392
H9 1.912 0.596 -1.699
H10 0.486 -1.890 -1.233